{
  "formula": "C35H58OOsP2",
  "method": "ωB97M-V/def2-TZVPD",
  "spin_multiplicity": 5,
  "de_lowest_ev": 5.534,
  "total_charge": 2,
  "energy_ev": -60305.563,
  "e_homo_ev": [-11.95, -13.26],
  "lumo_ev": [-6.165, -7.552],
  "orbital_gap_ev": [5.79, 5.71],
  "elements": ["Os", "C", "C", "C", "C", "C", "C", "H", "H", "H", "C", "H", "H", "H", "C", "H", "H", "H", "C", "H", "H", "H", "C", "H", "H", "H", "C", "C", "C", "C", "C", "C", "C", "C", "H", "H", "H", "H", "H", "H", "H", "H", "H", "H", "H", "H", "P", "C", "C", "P", "C", "C", "C", "H", "H", "H", "H", "H", "H", "H", "H", "H", "H", "H", "H", "H", "H", "C", "C", "C", "C", "C", "C", "C", "C", "C", "C", "C", "C", "O", "H", "H", "H", "H", "H", "H", "H", "H", "H", "H", "H", "H", "H", "H", "H", "H", "H"],
  "coordinates": [[2.072, 1.069, -1.466], [2.521, 2.617, -0.076], [2.952, 2.950, -1.401], [0.667, 2.594, -1.455], [1.123, 2.339, -0.116], [1.808, 2.941, -2.259], [3.342, 2.733, 1.172], [4.338, 2.332, 0.943], [2.864, 2.152, 1.944], [3.473, 3.754, 1.562], [0.251, 2.123, 1.093], [0.837, 1.657, 1.882], [-0.607, 1.487, 0.851], [-0.152, 3.083, 1.439], [-0.762, 2.710, -1.864], [-1.182, 3.715, -1.664], [-1.354, 1.989, -1.300], [-0.835, 2.539, -2.944], [1.742, 3.654, -3.568], [1.771, 4.756, -3.360], [0.826, 3.438, -4.124], [2.562, 3.423, -4.250], [4.273, 3.544, -1.749], [4.356, 4.616, -1.495], [4.455, 3.449, -2.825], [5.060, 3.020, -1.200], [0.482, -1.440, 2.808], [1.709, -1.178, 3.237], [2.894, -1.851, 2.584], [3.179, -0.772, 1.542], [2.532, -1.225, 0.253], [1.055, -1.203, -0.071], [-0.108, -1.862, 0.559], [0.240, -2.575, 1.859], [2.559, -2.767, 2.084], [4.235, -0.611, 1.382], [3.721, -2.101, 3.187], [1.125, -3.197, 1.638], [-0.421, -0.864, 3.115], [1.973, -0.367, 3.971], [-0.536, -3.255, 2.171], [-0.815, -1.047, 0.811], [0.630, -0.269, -0.602], [-0.654, -2.529, -0.130], [2.760, 0.191, 1.852], [3.115, -0.600, -0.517], [3.070, -3.391, -0.273], [2.546, -5.140, 0.316], [4.774, -3.943, -0.789], [1.749, -1.425, -2.281], [2.066, -3.290, -1.805], [3.304, -1.099, -3.177], [0.392, -1.672, -3.481], [1.502, -5.350, 0.068], [2.657, -5.205, 1.410], [3.186, -5.910, -0.106], [4.789, -4.976, -1.169], [5.422, -3.919, 0.096], [5.179, -3.262, -1.541], [0.329, -2.713, -3.814], [0.588, -1.021, -4.337], [-0.568, -1.394, -3.035], [1.095, -3.797, -1.575], [2.575, -3.863, -2.599], [3.017, -0.426, -3.996], [3.752, -2.013, -3.572], [3.997, -0.570, -2.493], [-4.340, -3.128, 0.334], [-3.684, -1.763, 0.203], [-3.496, -1.436, -1.286], [-4.418, -0.663, 0.951], [-5.612, -0.885, 1.628], [-6.257, 0.165, 2.309], [-5.682, 1.430, 2.347], [-4.489, 1.703, 1.721], [-3.854, 3.092, 1.745], [-4.556, 4.027, 0.758], [-3.881, 3.714, 3.135], [-3.807, 0.655, 0.957], [-2.733, 0.880, 0.346], [-5.335, -3.113, -0.127], [-4.437, -3.421, 1.383], [-3.736, -3.880, -0.176], [-2.674, -1.826, 0.652], [-4.485, -1.269, -1.743], [-2.899, -0.525, -1.413], [-3.004, -2.268, -1.806], [-6.052, -1.868, 1.625], [-7.196, -0.023, 2.804], [-6.190, 2.241, 2.890], [-2.809, 2.967, 1.422], [-5.609, 4.151, 1.046], [-4.072, 5.012, 0.766], [-4.515, 3.622, -0.258], [-3.373, 3.076, 3.858], [-3.383, 4.687, 3.116], [-4.916, 3.863, 3.461]]
}

***

{
  "formula": "C20H28BaF3O5S",
  "method": "ωB97M-V/def2-TZVPD",
  "de_lowest_ev": 5.807,
  "total_charge": -1,
  "energy_ev": -51108.684,
  "e_homo_ev": -2.30,
  "lumo_ev": 1.533,
  "orbital_gap_ev": 3.84,
  "elements": ["O", "C", "C", "H", "H", "C", "H", "H", "C", "H", "H", "H", "C", "H", "H", "H", "Ba", "C", "C", "C", "H", "C", "C", "H", "H", "H", "H", "C", "C", "C", "H", "C", "C", "H", "H", "H", "H", "O", "C", "C", "H", "H", "C", "H", "H", "C", "H", "H", "H", "H", "F", "C", "F", "F", "S", "O", "O", "O"],
  "coordinates": [[-2.900, 0.107, -1.632], [-2.428, -0.083, -3.056], [-3.692, 0.306, -3.732], [-2.017, -1.087, -3.262], [-1.638, 0.634, -3.304], [-4.142, 0.613, -2.324], [-4.158, -0.559, -4.226], [-3.668, 1.158, -4.358], [-5.462, -0.096, -2.239], [-5.443, -1.010, -2.852], [-6.242, 0.525, -2.725], [-5.810, -0.296, -1.235], [-4.387, 2.093, -2.085], [-3.583, 2.759, -2.432], [-4.578, 2.303, -1.025], [-5.318, 2.414, -2.609], [-0.632, -0.791, 0.939], [1.964, 1.006, 3.657], [3.039, 0.418, 2.919], [3.112, 1.077, 1.662], [3.856, -0.203, 3.267], [2.133, 2.092, 1.635], [1.374, 2.002, 2.853], [0.506, 2.611, 3.139], [1.637, 0.687, 4.642], [3.846, 0.830, 0.883], [2.005, 2.854, 0.850], [-0.195, -2.090, 4.445], [-1.095, -0.988, 4.378], [-2.147, -1.322, 3.474], [-1.005, -0.064, 4.991], [-1.882, -2.651, 2.964], [-0.660, -3.088, 3.541], [-0.201, -4.082, 3.396], [0.596, -2.230, 5.203], [-3.053, -0.722, 3.255], [-2.536, -3.254, 2.299], [1.304, 1.147, -4.395], [0.865, 1.407, -3.038], [2.051, 2.090, -2.270], [0.697, 0.379, -2.610], [-0.107, 1.919, -2.997], [3.301, 1.751, -3.163], [2.158, 1.531, -1.314], [1.943, 3.147, -1.950], [2.745, 0.793, -4.291], [3.907, 1.069, -2.540], [4.000, 2.625, -3.430], [2.938, -0.295, -3.892], [3.130, 0.847, -5.335], [4.793, -2.538, 3.565], [4.127, -2.621, 2.377], [4.580, -1.610, 1.601], [4.444, -3.776, 1.775], [2.278, -2.463, 2.621], [1.873, -3.779, 3.065], [2.076, -1.412, 3.629], [1.699, -2.083, 1.292]]
}

***

{
  "formula": "C3H10NO",
  "method": "ωB97M-V/def2-TZVPD",
  "de_lowest_ev": 4.773,
  "total_charge": 1,
  "energy_ev": -6799.538,
  "e_homo_ev": -14.33,
  "lumo_ev": -8.532,
  "orbital_gap_ev": 5.80,
  "elements": ["C", "C", "C", "N", "H", "H", "H", "H", "H", "H", "H", "H", "H", "H", "O"],
  "coordinates": [[-0.258, 1.648, -1.688], [-0.572, 0.487, -0.896], [0.171, 0.213, 0.294], [0.075, -0.883, 0.954], [0.570, 2.208, -1.255], [0.042, 1.351, -2.702], [-1.122, 2.331, -1.757], [-1.377, -0.177, -1.195], [0.928, 0.925, 0.632], [-0.781, -1.402, 0.691], [-2.094, -2.308, -0.691], [-2.445, -2.466, -0.057], [1.808, -0.563, 1.941], [2.521, -1.025, 3.201], [2.537, -0.338, 2.528]]
}

***

{
  "formula": "C4H9NOS",
  "method": "ωB97M-V/def2-TZVPD",
  "de_lowest_ev": 1.062,
  "energy_ev": -18666.464,
  "e_homo_ev": -8.33,
  "lumo_ev": 0.680,
  "smiles": "CC(C)OC(N)=S",
  "orbital_gap_ev": 9.01,
  "elements": ["C", "C", "C", "C", "H", "H", "H", "H", "H", "H", "H", "H", "H", "N", "O", "S"],
  "coordinates": [[-0.927, 0.797, 0.885], [-0.503, -0.210, -0.156], [-1.476, -1.412, -0.356], [1.941, -0.110, -0.104], [-1.016, 0.345, 1.868], [-0.116, 1.539, 0.885], [-1.882, 1.185, 0.605], [-0.600, 0.354, -1.059], [-2.513, -1.197, -0.497], [-1.156, -2.170, -1.044], [-1.417, -1.880, 0.685], [2.703, 1.618, -0.755], [0.950, 1.577, -0.747], [1.843, 1.114, -0.646], [0.798, -0.754, 0.125], [3.369, -0.795, 0.311]]
}

***

{
  "formula": "C45H74I2N2O11",
  "method": "ωB97M-V/def2-TZVPD",
  "energy_ev": -89564.702,
  "e_homo_ev": -8.61,
  "lumo_ev": -0.846,
  "orbital_gap_ev": 7.76,
  "elements": ["C", "C", "O", "O", "C", "C", "C", "C", "C", "C", "C", "C", "C", "C", "I", "C", "C", "I", "C", "C", "C", "C", "C", "C", "C", "O", "C", "C", "O", "C", "C", "C", "O", "C", "C", "C", "C", "C", "C", "O", "C", "O", "H", "H", "H", "H", "H", "H", "H", "H", "H", "H", "H", "H", "H", "H", "H", "H", "H", "H", "H", "H", "H", "H", "H", "H", "H", "H", "H", "H", "H", "H", "H", "H", "H", "H", "H", "H", "H", "H", "H", "H", "H", "H", "H", "H", "C", "O", "C", "C", "N", "C", "C", "O", "C", "H", "H", "H", "H", "H", "H", "H", "H", "H", "H", "H", "H", "H", "H", "H", "C", "O", "C", "C", "N", "C", "C", "O", "C", "H", "H", "H", "H", "H", "H", "H", "H", "H", "H", "H", "H", "H", "H", "H"],
  "coordinates": [[1.008, -2.843, -0.139], [0.092, -4.015, 0.049], [0.117, -4.958, -0.686], [-0.755, -3.953, 1.104], [-2.151, -3.814, 0.736], [-2.779, -2.575, 1.337], [-1.823, -1.395, 1.390], [-2.525, -0.085, 1.777], [-1.797, 1.128, 1.196], [-2.577, 1.831, 0.063], [-1.805, 1.859, -1.233], [-0.592, 2.538, -1.255], [0.201, 2.662, -2.386], [1.460, 3.430, -2.256], [1.689, 5.180, -3.431], [2.418, 3.045, -1.408], [2.310, 1.827, -0.519], [4.262, 4.026, -1.177], [-0.220, 2.054, -3.583], [0.601, 2.107, -4.845], [1.491, 0.872, -5.037], [2.838, 0.996, -4.304], [2.942, 0.014, -3.150], [4.220, 0.275, -2.356], [4.494, -0.766, -1.283], [3.963, -0.419, 0.014], [4.841, 0.149, 0.883], [5.696, 1.289, 0.429], [4.877, -0.247, 2.007], [-1.450, 1.369, -3.573], [-2.240, 1.268, -2.414], [-3.542, 0.554, -2.506], [-3.986, -0.141, -1.621], [-4.246, 0.731, -3.782], [-3.522, 0.823, -4.891], [-4.096, 1.035, -6.259], [-4.609, 2.475, -6.378], [-3.563, 3.542, -6.013], [-3.934, 4.419, -4.815], [-2.916, 4.267, -3.810], [-2.039, 0.735, -4.794], [-1.413, 0.174, -5.658], [0.653, -2.297, -1.007], [2.024, -3.179, -0.273], [0.958, -2.188, 0.723], [-2.638, -4.706, 1.114], [-2.238, -3.844, -0.346], [-3.637, -2.303, 0.727], [-3.100, -2.801, 2.349], [-1.047, -1.616, 2.114], [-1.367, -1.235, 0.415], [-3.553, -0.104, 1.431], [-2.558, -0.051, 2.862], [-1.568, 1.854, 1.970], [-0.836, 0.818, 0.795], [-2.747, 2.870, 0.338], [-3.551, 1.397, -0.080], [-0.281, 3.001, -0.333], [1.527, 1.997, 0.206], [3.228, 1.710, 0.039], [2.049, 0.933, -1.076], [-0.088, 2.196, -5.676], [1.243, 2.971, -4.886], [0.959, 0.017, -4.642], [1.610, 0.713, -6.102], [3.629, 0.768, -5.011], [2.951, 1.988, -3.873], [3.005, -1.003, -3.536], [2.055, 0.061, -2.520], [4.163, 1.284, -1.955], [5.044, 0.263, -3.065], [5.559, -0.944, -1.180], [3.984, -1.677, -1.567], [6.658, 1.186, 0.912], [5.847, 1.333, -0.641], [5.261, 2.237, 0.728], [-5.323, 0.781, -3.802], [-4.895, 0.332, -6.458], [-3.315, 0.897, -6.997], [-4.989, 2.671, -7.374], [-5.443, 2.586, -5.691], [-3.405, 4.210, -6.851], [-2.587, 3.127, -5.773], [-3.940, 5.461, -5.126], [-4.884, 4.121, -4.379], [-3.098, 4.933, -3.143], [8.406, 2.963, 6.577], [7.061, 3.180, 6.200], [6.662, 4.543, 6.165], [6.470, 5.039, 4.748], [7.739, 5.159, 4.042], [7.629, 5.355, 2.598], [6.905, 4.305, 1.761], [7.582, 3.068, 1.637], [7.440, 2.182, 2.734], [8.517, 1.901, 6.789], [9.108, 3.227, 5.778], [8.664, 3.530, 7.477], [7.366, 5.175, 6.715], [5.697, 4.599, 6.676], [5.988, 6.021, 4.779], [5.782, 4.342, 4.252], [8.292, 4.330, 4.211], [8.646, 5.438, 2.210], [7.144, 6.321, 2.424], [6.846, 4.701, 0.743], [5.870, 4.142, 2.084], [6.449, 2.253, 3.190], [8.207, 2.357, 3.492], [7.576, 1.168, 2.359], [-9.271, -5.647, 2.840], [-8.714, -6.708, 3.591], [-8.358, -7.855, 2.830], [-6.857, -8.006, 2.701], [-6.283, -6.980, 1.841], [-4.824, -6.877, 1.883], [-4.152, -6.582, 3.223], [-4.369, -5.270, 3.717], [-5.618, -5.073, 4.354], [-9.706, -4.943, 3.546], [-8.515, -5.116, 2.251], [-10.057, -6.004, 2.169], [-8.840, -7.842, 1.848], [-8.740, -8.722, 3.376], [-6.637, -8.989, 2.275], [-6.441, -7.979, 3.717], [-6.675, -6.083, 2.090], [-4.543, -6.082, 1.189], [-4.407, -7.806, 1.483], [-3.073, -6.652, 3.064], [-4.394, -7.330, 3.987], [-5.943, -5.961, 4.901], [-6.390, -4.774, 3.640], [-5.498, -4.252, 5.061]]
}

***

{
  "formula": "C12H22OS",
  "method": "ωB97M-V/def2-TZVPD",
  "de_lowest_ev": 0.000,
  "energy_ev": -25682.681,
  "e_homo_ev": -8.58,
  "lumo_ev": 0.903,
  "smiles": "CC/C=C\\C[C@H]1OCC[C@H](CCC)S1",
  "orbital_gap_ev": 9.48,
  "elements": ["O", "S", "C", "C", "C", "C", "C", "C", "C", "C", "C", "C", "C", "C", "H", "H", "H", "H", "H", "H", "H", "H", "H", "H", "H", "H", "H", "H", "H", "H", "H", "H", "H", "H", "H", "H"],
  "coordinates": [[0.012, 0.756, -0.412], [1.993, 1.028, 1.387], [-3.069, 1.941, 0.856], [-2.102, 1.139, 1.418], [-3.996, 4.038, -0.231], [4.112, -3.184, 1.892], [0.855, 0.003, -1.337], [0.270, 0.598, 0.994], [-2.830, 3.396, 0.525], [-0.667, 1.552, 1.740], [3.874, -1.650, 1.777], [2.322, 0.489, -1.266], [3.152, -1.277, 0.410], [2.979, 0.210, 0.093], [-4.052, 1.519, 0.660], [-2.436, 0.130, 1.630], [-4.215, 3.474, -1.147], [-4.915, 4.058, 0.380], [-3.809, 5.046, -0.531], [3.185, -3.699, 1.615], [4.375, -3.428, 2.916], [4.880, -3.528, 1.183], [0.464, 0.192, -2.318], [0.781, -1.086, -1.099], [0.049, -0.419, 1.321], [-2.600, 3.903, 1.478], [-1.960, 3.461, -0.146], [-0.518, 1.456, 2.823], [-0.427, 2.566, 1.441], [3.264, -1.297, 2.581], [4.856, -1.111, 1.785], [2.877, 0.007, -2.050], [2.336, 1.579, -1.452], [3.850, -1.678, -0.358], [2.182, -1.783, 0.415], [3.978, 0.647, 0.079]]
}